1.
Computed, not measured: an isolated molecule of C3H3N3O, with ωB97M-V/def2-TZVPD.

Geometry as XYZ:
```
10
Properties=species:S:1:pos:R:3
O 2.20 -1.68 0.38
N 0.82 1.83 -0.29
N -0.13 -1.66 -0.08
N 0.29 1.01 0.48
C -1.00 0.57 0.05
C -1.16 -0.73 -0.19
C 1.05 -1.59 0.18
H 1.75 2.02 0.11
H -1.79 1.31 -0.08
H -2.10 -1.13 -0.55
```

Output
SMILES string   [H]/N=N/C=C\N=C=O
Relative energy (zero: lowest compared OMol25 entry of this formula, charge and spin)   52.94 kcal per mole
HOMO energy   -9.27 eV
Net charge   0

***

2.
Computed, not measured: an isolated molecule of C3H3N3O2 in a non-equilibrium geometry, with ωB97M-V/def2-TZVPD.

Geometry as XYZ:
```
11
Properties=species:S:1:pos:R:3
O 2.82 -0.22 -0.06
O -2.03 1.72 0.45
N 0.06 0.74 0.34
N -1.71 -0.59 -0.26
N -0.71 -1.29 -0.44
C 1.71 -0.94 -0.27
C -1.31 0.73 0.26
C 0.45 -0.52 -0.11
H 0.47 1.66 0.42
H 1.93 -1.88 -0.73
H 2.64 0.59 0.45
```

Output
SMILES string   O=C1N=N/C(=C/O)N1
Relative energy (zero: lowest compared OMol25 entry of this formula, charge and spin)   64.55 kcal per mole
HOMO energy   -9.25 eV
Net charge   0

***

3.
Computed, not measured: an isolated molecule of C3H3N3O2 in a non-equilibrium geometry, with ωB97M-V/def2-TZVPD.

Geometry as XYZ:
```
11
Properties=species:S:1:pos:R:3
O 0.21 -2.05 -2.27
O 0.21 0.62 -1.59
N -0.22 -0.45 1.79
N 0.34 -0.31 -0.66
N -0.19 1.74 -0.84
C 0.39 -1.67 -1.10
C -0.14 0.10 0.66
C -0.18 1.52 0.41
H -0.53 0.36 2.53
H 0.55 -2.13 -0.14
H -0.45 2.27 1.21
```

Output
SMILES string   [H]/N=c1\cnon1C=O
Relative energy (zero: lowest compared OMol25 entry of this formula, charge and spin)   137.81 kcal per mole
HOMO energy   -9.71 eV
Net charge   0

***

4.
Computed, not measured: a structure of composition C3H3N3O2 in a non-equilibrium geometry, with ωB97M-V/def2-TZVPD.

Geometry as XYZ:
```
11
Properties=species:S:1:pos:R:3
O -1.95 1.27 -0.15
O 0.30 0.86 -0.44
N 2.19 0.79 0.72
N 1.11 -1.31 -0.08
N -0.09 -1.81 -0.23
C -0.96 0.40 -0.29
C -1.08 -0.93 -0.09
C 1.26 -0.06 0.08
H -2.07 -1.36 0.22
H -1.55 2.09 -0.95
H 2.84 0.07 1.22
```

Output
Relative energy (zero: lowest compared OMol25 entry of this formula, charge and spin)   139.50 kcal per mole
HOMO energy   -8.97 eV
Net charge   0

***

5.
Computed, not measured: an isolated molecule of C3H3N3O2 in a non-equilibrium geometry, with ωB97M-V/def2-TZVPD.

Geometry as XYZ:
```
11
Properties=species:S:1:pos:R:3
O -2.44 -0.46 0.04
O 2.30 -0.57 0.02
N 1.07 1.38 -0.06
N -0.13 2.09 0.03
N -1.21 1.41 -0.04
C 1.10 0.08 -0.02
C -1.21 0.05 -0.04
C -0.07 -0.75 -0.11
H 3.07 -0.02 0.19
H -0.07 -1.80 -0.09
H -2.41 -1.41 0.07
```

Output
SMILES string   Oc1cc(O)nnn1
Relative energy (zero: lowest compared OMol25 entry of this formula, charge and spin)   70.41 kcal per mole
HOMO energy   -10.19 eV
Net charge   0

***

6.
Computed, not measured: an isolated molecule of C3H3N3O2 in a non-equilibrium geometry, with ωB97M-V/def2-TZVPD.

Geometry as XYZ:
```
11
Properties=species:S:1:pos:R:3
O -0.07 1.00 0.39
O -0.88 1.59 -1.42
N 1.12 -1.07 0.64
N 0.31 0.28 2.49
N -0.57 -0.86 -1.27
C 0.35 0.11 1.24
C 0.57 -1.53 -0.48
C -0.61 0.35 -0.86
H -0.96 1.42 -2.32
H 1.27 -2.40 -0.98
H -0.53 1.10 2.56
```

Output
SMILES string   [H]/N=c1/ncnc(O)o1
Relative energy (zero: lowest compared OMol25 entry of this formula, charge and spin)   102.56 kcal per mole
HOMO energy   -10.03 eV
Net charge   0

***

no.,gap between HOMO and LUMO (eV)
1,9.3
2,8.5
3,9.4
4,7.5
5,10.1
6,10.2